Entry 1:
Entry from the OMol25 dataset: a cluster of 3 separate species, C11H25N2O10P2 in total in a non-equilibrium geometry (the ωB97M-V functional and the def2-TZVPD basis).

Geometry as XYZ:
```
50
Properties=species:S:1:pos:R:3:forces:R:3:nbo_charge:R:1
C -2.354 -1.068 -3.217 0.064 -0.027 -0.195 -0.07
H -1.746 -2.513 -4.717 -0.015 0.134 -0.017 0.21
H -0.149 0.016 0.471 0.922 0.086 0.352 0.42
H -3.065 -1.441 -5.219 0.021 -0.009 0.057 0.21
C -0.587 -2.133 -1.881 0.767 -0.343 -0.299 0.83
H 5.057 2.676 -0.890 -1.157 -0.047 1.140 0.27
H 0.431 -2.964 -3.555 -0.044 0.025 0.041 0.23
H -3.281 -0.584 -2.901 0.137 -0.118 0.214 0.19
C 3.920 0.377 -1.074 0.963 -2.533 -4.490 0.72
H -3.315 -2.286 1.865 0.015 0.001 0.241 0.21
N 0.833 -0.237 0.281 1.420 -1.564 0.542 -1.20
H -3.433 -1.744 4.304 -0.112 -0.017 -0.041 0.21
H 3.029 5.568 -1.486 -0.478 -0.889 0.084 0.48
H -1.664 -0.265 -3.485 0.056 -0.145 0.036 0.19
O -3.591 0.293 2.486 -0.333 0.560 -0.153 -0.51
H 0.142 -1.212 -3.720 -0.063 -0.114 -0.077 0.22
H -1.684 -1.991 2.524 -0.029 0.045 -0.037 0.25
O -1.877 -1.799 -2.079 -0.402 0.128 0.583 -0.52
C 0.382 -2.012 -3.023 0.338 0.536 0.063 -0.76
C -4.272 -1.052 4.392 0.177 -0.104 0.124 -0.64
P 1.846 -0.074 1.703 -0.896 0.573 2.151 1.28
H 1.368 -1.775 -2.615 -0.051 -0.096 0.015 0.30
C 3.333 1.443 0.010 1.315 -0.448 -1.214 -0.16
N 3.348 0.752 1.331 -1.378 -0.145 -1.277 -0.93
P 3.538 4.352 0.298 -1.760 -1.990 2.992 2.20
O 4.810 5.468 0.565 -2.080 -0.438 -1.429 -0.97
O -1.823 0.500 1.168 -1.048 0.066 0.461 -0.57
H 2.307 1.771 -0.352 1.256 -0.370 0.541 0.23
H 5.084 2.509 0.932 -1.072 0.463 -1.291 0.25
H -3.957 -0.258 5.074 -0.107 -0.013 -0.097 0.22
O 2.629 4.751 -1.104 2.427 0.841 1.889 -0.95
H 3.676 1.352 2.095 -0.768 -0.389 -0.368 0.39
C 4.380 2.667 0.033 0.666 0.282 -0.095 -0.76
C -2.394 -1.720 1.741 -0.311 -0.327 -0.503 -0.76
H 0.827 -1.258 0.066 0.212 1.152 -0.293 0.40
H -5.114 -1.585 4.842 0.026 0.033 -0.033 0.21
H -3.361 -2.769 -4.078 -0.012 0.135 0.016 0.21
H -5.495 0.221 3.184 0.208 0.112 -0.132 0.19
O 2.350 -1.684 2.156 -0.381 0.806 -1.269 -0.99
H 4.499 6.394 0.437 0.241 -0.882 0.315 0.49
H 1.561 -2.247 2.289 0.478 0.641 -0.136 0.47
O 3.519 0.411 -2.385 0.434 1.129 4.943 -0.85
C -2.647 -1.997 -4.377 0.082 -0.225 -0.092 -0.64
H -1.986 -2.008 0.770 0.225 0.106 0.188 0.28
C -4.664 -0.474 3.048 0.133 -0.103 0.129 -0.06
O 2.640 4.189 1.548 2.142 1.137 -3.463 -1.07
H -5.011 -1.237 2.347 0.133 -0.013 0.032 0.17
C -2.592 -0.229 1.749 0.739 -0.247 -0.157 0.81
O -0.238 -2.594 -0.819 -0.965 -0.105 -0.413 -0.61
O 4.790 -0.501 -0.729 -2.137 2.710 0.426 -0.73
```
Positions in Å, forces in eV/Å.

Results
LUMO = 2.3412 eV
Total charge = -1
HOMO-LUMO gap = 6.0 eV

---

Entry 2:
Entry from the OMol25 dataset: a cluster of 5 separate species, C11H25N3O10 in total in a non-equilibrium geometry (the ωB97M-V functional and the def2-TZVPD basis).

Geometry as XYZ:
```
49
Properties=species:S:1:pos:R:3:forces:R:3:nbo_charge:R:1
C -7.652 -3.322 22.078 0.318 1.138 1.286 0.79
H -14.316 2.701 18.938 -0.153 0.044 0.013 0.23
C -10.852 2.044 18.014 0.486 -0.328 -0.266 -0.73
O -7.285 -4.408 21.406 -0.559 -0.448 -0.414 -0.51
H -10.652 2.122 16.947 0.061 0.240 0.040 0.23
H -9.631 5.395 19.795 -0.095 -0.256 -0.070 0.20
C -6.254 -5.531 19.567 -0.834 -0.856 0.466 -0.63
H -7.526 5.340 18.485 -0.017 0.074 0.131 0.21
H -5.461 -3.841 20.590 -0.130 0.042 0.252 0.19
C -14.262 2.254 19.925 0.856 -0.180 -0.115 -0.50
H -5.471 -5.540 18.815 0.137 0.273 0.076 0.22
H -8.122 6.999 18.599 -0.176 0.088 0.020 0.22
H -13.771 1.285 19.894 -0.322 -0.139 -0.010 0.23
H -11.811 1.552 18.140 -0.062 0.166 0.334 0.24
H -6.048 -6.299 20.319 0.351 0.081 -0.095 0.22
O -9.849 4.155 18.131 0.385 0.120 -0.080 -0.51
C -8.809 -3.553 23.005 -0.912 -0.661 -0.485 -0.72
O -15.949 1.080 20.985 -0.053 -0.197 0.209 -0.37
N -15.636 2.122 20.461 0.174 0.083 -0.295 0.54
H -10.078 1.387 18.422 -0.135 -0.126 0.004 0.25
C -6.442 -4.212 20.280 1.184 0.240 -0.646 -0.07
O -9.612 -1.088 16.847 -0.193 -0.034 -0.002 -0.36
O -12.101 -0.795 19.897 -0.075 0.049 -0.046 -0.39
H -6.641 -1.149 17.865 -0.001 -0.216 0.186 0.24
H -8.597 -4.281 23.786 0.212 0.019 -0.039 0.25
H -7.174 -5.894 19.098 -0.014 0.307 -0.090 0.21
O -12.751 -0.672 21.943 -0.175 0.044 0.288 -0.36
C -7.411 -1.612 17.260 -0.048 0.056 -0.302 -0.49
C -10.482 -0.627 21.507 0.680 0.183 0.094 -0.49
H -6.841 -3.445 19.614 -0.280 0.018 0.170 0.17
H -8.344 6.026 17.112 0.014 0.272 0.045 0.21
H -10.509 6.071 18.446 0.064 0.034 -0.116 0.18
H -7.276 -1.383 16.208 -0.090 0.099 0.014 0.24
H -10.419 -0.582 22.587 -0.099 -0.224 -0.003 0.23
N -8.734 -1.066 17.678 0.151 0.142 -0.385 0.54
H -9.631 -3.976 22.414 0.108 -0.130 0.091 0.23
O -11.328 3.627 19.740 -0.056 0.309 0.442 -0.62
O -8.842 -0.627 18.803 0.108 -0.068 0.214 -0.39
C -8.341 6.011 18.205 0.138 -0.695 -0.599 -0.62
C -10.720 3.350 18.741 -0.611 -0.570 -0.592 0.80
H -13.653 2.894 20.560 -0.333 0.173 0.127 0.25
H -10.009 0.257 21.085 -0.344 0.118 -0.130 0.25
O -7.085 -2.255 22.016 -0.080 -0.250 -0.608 -0.60
H -9.207 -2.644 23.440 0.465 0.209 0.066 0.23
C -9.650 5.448 18.704 -0.043 0.630 0.708 -0.08
N -11.896 -0.701 21.093 0.076 0.080 -0.414 0.53
H -7.480 -2.692 17.353 0.144 0.000 0.244 0.23
H -9.966 -1.467 21.053 -0.050 -0.147 0.197 0.24
O -16.365 3.079 20.309 -0.174 0.196 0.085 -0.39
```
Positions in Å, forces in eV/Å.

Results
LUMO = -0.1654 eV
SMILES = C[N+](=O)[O-].C[N+](=O)[O-].C[N+](=O)[O-].CCOC(C)=O.CCOC(C)=O
HOMO-LUMO gap = 10.3 eV

---

Entry 3:
Entry from the OMol25 dataset: a cluster of 7 separate species, C11H25O10 in total in a non-equilibrium geometry (the ωB97M-V functional and the def2-TZVPD basis).

Geometry as XYZ:
```
46
Properties=species:S:1:pos:R:3:forces:R:3:nbo_charge:R:1
C -13.907 1.076 12.599 0.076 0.507 0.349 -0.27
H -10.865 -1.065 12.145 -0.018 -0.277 0.000 0.15
H -9.961 3.371 12.665 -0.457 -0.728 -0.857 0.51
H -16.803 3.689 9.649 0.357 0.172 0.097 0.46
O -4.430 3.669 12.233 0.188 0.318 -0.046 -0.58
H -11.446 8.540 13.329 0.334 -0.230 -0.018 0.18
C -15.072 4.499 10.233 -0.276 0.293 0.211 -0.24
H -14.332 1.936 12.055 -0.242 -0.539 -0.024 0.16
O -16.451 4.170 10.408 -0.335 0.098 -0.122 -0.74
C -8.349 4.197 12.867 0.626 -1.277 -0.955 0.33
O -13.368 1.589 13.846 -0.833 -0.032 -0.556 -0.72
O -12.387 1.788 8.395 -0.938 -0.072 -0.282 -0.73
C -10.446 -0.079 11.942 -0.098 -2.056 1.324 -0.25
O -10.879 0.303 10.680 0.878 1.167 -0.104 -0.73
H -10.318 1.099 10.641 -0.391 0.283 -1.139 0.50
H -11.410 7.020 14.248 -0.147 0.022 -0.687 0.16
H -14.646 0.296 12.839 0.077 0.260 -0.413 0.16
H -13.117 0.675 11.977 0.270 -0.140 0.119 0.21
H -11.443 4.441 11.040 -1.142 -1.068 -0.151 0.48
O -9.705 4.270 12.884 0.655 0.590 0.754 -0.72
C -11.277 2.637 8.438 1.191 -0.008 -0.227 -0.25
H -14.887 5.220 9.418 -0.198 -0.250 0.140 0.16
C -11.053 7.515 13.318 -0.708 -0.068 0.001 -0.26
H -11.159 3.140 9.372 -0.176 0.245 0.589 0.18
H -6.158 2.342 10.741 0.153 0.497 0.544 0.22
O -5.374 5.670 13.756 0.823 0.335 -0.003 -0.54
H -11.204 6.011 12.120 -0.136 0.481 -0.131 0.47
O -8.815 2.389 11.268 0.401 0.068 0.369 -0.77
H -14.173 1.990 14.210 0.677 0.022 0.419 0.46
H -11.244 3.416 7.654 -0.265 -0.473 0.008 0.15
C -7.536 4.986 13.612 -2.067 -1.222 -2.040 -0.43
H -10.385 2.005 8.375 -0.001 0.136 -0.374 0.18
H -7.962 5.816 14.134 0.174 0.315 0.655 0.21
C -6.158 4.896 13.255 0.562 0.623 0.727 0.45
H -14.778 5.001 11.174 0.075 -0.493 -0.538 0.19
C -5.643 3.837 12.262 1.150 -0.449 0.214 0.42
H -14.494 3.595 10.043 0.204 0.189 0.191 0.17
C -7.843 3.025 11.748 -2.926 2.191 1.706 0.45
O -11.567 6.915 12.087 0.963 -0.266 1.533 -0.73
O -12.269 3.882 11.068 1.111 1.096 0.902 -0.95
H -13.009 2.005 9.098 0.348 0.088 -0.004 0.47
C -6.526 3.061 11.493 0.344 -1.216 -1.236 -0.52
H -9.347 -0.198 12.042 -0.504 0.454 -0.096 0.17
H -10.869 0.537 12.732 0.294 0.482 0.225 0.16
H -9.960 7.502 13.414 -0.153 0.125 -0.524 0.18
H -12.547 3.973 12.001 0.079 -0.191 -0.550 0.48
```
Positions in Å, forces in eV/Å.

Results
LUMO = 2.3400 eV
Total charge = -1
HOMO-LUMO gap = 7.4 eV

---

Entry 4:
Entry from the OMol25 dataset: a structure of composition C11H26CrN6O7 in a non-equilibrium geometry (the ωB97M-V functional and the def2-TZVPD basis).

Geometry as XYZ:
```
51
Properties=species:S:1:pos:R:3:forces:R:3:nbo_charge:R:1
O -2.679 0.334 -0.654 -0.414 0.103 -0.228 -0.49
N -1.482 -3.345 2.339 0.817 0.801 0.087 -0.61
H 2.686 -3.890 -0.976 0.016 0.014 -0.044 0.23
H -2.606 2.567 -2.802 0.009 -0.845 -0.175 0.49
H -1.599 1.571 -3.322 -0.635 -0.028 0.016 0.46
C -0.685 1.948 1.800 2.858 -1.414 0.156 0.15
H -3.521 -3.587 2.053 -0.352 0.119 0.035 0.20
C 0.800 -2.003 -1.797 -3.156 1.140 -0.429 0.22
Cr 0.145 0.131 -0.164 -0.968 -0.625 2.491 1.04
H 0.277 2.197 -1.408 0.256 -0.009 -0.098 0.22
H 0.264 3.676 2.646 -0.092 -0.292 0.119 0.24
H 0.407 -4.038 -2.261 -0.043 -0.021 0.140 0.24
C 3.034 -2.869 -0.813 0.199 -0.208 -0.168 -0.67
N 0.384 -2.057 2.884 -0.382 -0.304 0.106 -0.84
C -2.602 -3.645 1.485 -0.295 -0.448 0.128 -0.42
H 1.804 2.106 -0.534 0.219 -0.322 -0.324 0.21
N 1.772 -0.956 0.072 0.951 -1.693 -1.633 -0.09
C -3.137 2.480 1.136 0.042 -0.236 0.436 -0.66
O -0.914 -1.535 1.067 0.262 -0.770 0.878 -0.70
H 3.742 -2.628 -1.611 -0.024 -0.047 -0.010 0.24
H 0.482 -2.617 3.716 -0.040 0.087 -0.095 0.38
H -3.052 3.249 1.908 -0.109 -0.120 -0.220 0.21
O 1.315 0.935 2.440 0.709 -0.003 -0.151 -0.63
C 1.125 1.527 -1.172 -0.734 0.823 -0.323 -0.96
O 2.709 -0.783 1.044 -0.542 -0.284 -0.762 -0.53
H -1.268 -3.879 3.174 -0.339 0.102 -0.435 0.40
H -0.904 4.325 -1.218 -0.806 -0.764 -0.085 0.43
N 0.342 1.078 1.580 -2.744 1.684 0.253 -0.10
N -1.709 0.803 0.013 0.116 1.591 1.313 -0.07
C 0.684 -3.118 -2.779 0.255 -0.355 -0.365 -0.68
H -0.061 -2.959 -3.559 0.059 0.305 0.303 0.26
H 0.872 -1.162 2.903 -0.419 -0.045 -0.317 0.44
H 1.632 -3.327 -3.268 0.161 0.076 0.012 0.23
H -2.645 -2.949 0.647 0.147 -0.032 0.251 0.25
N -0.199 -1.140 -1.625 1.984 -1.741 -1.272 -0.10
O -2.565 1.692 -3.250 0.712 0.792 0.018 -0.95
C -0.554 2.980 2.879 -0.319 -0.218 0.023 -0.66
C 1.890 -1.914 -0.839 0.932 1.639 2.762 0.19
O -1.276 -1.212 -2.451 0.183 -0.239 0.429 -0.52
H -1.992 -0.699 -1.959 0.326 0.272 0.072 0.53
H 2.281 -0.051 1.634 -0.008 0.101 0.075 0.51
C -0.697 -2.272 2.063 0.834 1.149 -0.618 0.81
H -3.910 1.768 1.456 -0.032 0.203 -0.251 0.23
H 3.580 -2.834 0.133 -0.275 0.163 -0.139 0.26
H -1.477 3.553 2.971 0.183 -0.009 0.056 0.22
H 1.537 1.191 -2.125 0.367 0.099 0.128 0.20
H -3.402 2.956 0.188 -0.137 -0.228 0.174 0.26
H -2.508 -4.657 1.118 -0.042 -0.294 -0.292 0.19
O -1.664 3.690 -1.304 0.796 0.605 0.364 -0.63
H -0.352 2.491 3.837 0.143 0.151 -0.095 0.24
C -1.840 1.756 0.976 -0.630 -0.426 -2.301 0.14
```
Positions in Å, forces in eV/Å.

Results
LUMO (spin up / spin down) = -0.6008 / -1.9066 eV
HOMO-LUMO gap (spin up / spin down) = 6.3 / 4.6 eV
Expectation value of S² = 6.142
2S+1 = 5